1.
110
Properties=species:S:1:pos:R:3 method="wB97M-V/def2-TZVPD" charge=-1 largest_force_ev_per_a=2.4 e_above_lowest_ev=0.000 e_homo_ev="-3.80 / -3.83" spin_multiplicity=1
Bi 1.46083 -1.45113 0.42435
S 2.38468 1.01095 -1.84469
C 2.46155 2.67222 -1.25203
C 2.46224 3.71953 -2.21822
C 2.37212 5.05234 -1.85685
C 2.32765 5.45337 -0.51075
C 2.37092 4.45560 0.45840
C 2.42015 3.08419 0.08337
S 2.44896 2.02208 1.49552
C 4.13863 2.41878 2.08500
C 5.13602 2.52678 0.94166
C 5.74398 3.75234 0.73756
C 6.51614 3.88914 -0.42605
C 6.55151 2.83425 -1.33271
C 5.92677 1.64189 -0.99575
C 5.94199 0.60619 -1.95591
S 2.31006 -2.68953 -1.63643
C 2.60220 -4.33578 -1.03189
C 3.40859 -5.16608 -1.79143
C 3.73076 -6.45065 -1.41268
C 3.26770 -6.89188 -0.19882
C 2.40951 -6.13637 0.56346
C 2.06527 -4.83935 0.16546
S 0.88652 -3.92755 1.12550
N 5.24516 1.51970 0.13907
H 2.40069 3.53857 -3.27855
H 2.20830 5.81172 -2.66090
H 2.04782 6.44253 -0.25663
H 2.23620 4.69062 1.53833
H 4.44346 1.69369 2.81469
H 4.08105 3.35520 2.60501
H 5.70627 4.58764 1.43270
H 7.09045 4.74731 -0.73002
H 7.02302 2.89078 -2.27774
H 6.40662 0.74179 -2.89894
H 5.30760 -0.26770 -1.87335
H 3.87665 -4.76041 -2.69101
H 4.37413 -7.03787 -2.07943
H 3.61585 -7.86059 0.22238
H 2.04046 -6.47825 1.50377
S 5.44834 -0.88357 2.90340
C 5.83823 -1.44495 1.33557
C 4.71815 -1.75968 0.66443
C 3.51557 -1.48791 1.37133
C 3.77905 -0.99867 2.62142
C 2.67951 -0.62599 3.56862
C 2.89093 0.03549 4.74932
C 1.76873 0.26541 5.55769
C 0.48499 -0.05131 5.12651
C 0.33447 -0.51327 3.84259
N 1.43047 -0.86540 3.09585
H 6.87299 -1.63811 1.07437
H 4.73904 -2.14558 -0.34251
H 3.85326 0.16796 5.17676
H 1.91990 0.48761 6.61263
H -0.34947 0.17641 5.76143
H -0.63676 -0.66452 3.39225
C -3.26619 1.49009 5.23260
C -3.17003 1.18257 3.79725
C -3.66872 0.01819 3.26577
C -3.59246 -0.34022 1.93111
C -4.21878 -1.63411 1.44146
C -2.96490 0.55270 1.06282
As -2.44119 0.29167 -0.80468
N -2.14961 -1.43933 -0.84556
C -2.45252 -2.45212 -1.65679
C -1.49744 -3.48239 -1.75246
C -1.64528 -4.48779 -2.63516
C -2.81738 -4.64058 -3.39601
C -3.81587 -3.73772 -3.20000
C -3.63605 -2.66039 -2.36446
C -4.03700 0.75691 -1.90522
C -3.77466 0.68090 -3.28366
C -2.34458 0.45407 -3.79226
C -4.80705 0.84366 -4.19751
C -6.12467 0.98116 -3.76654
C -7.21708 1.00052 -4.74257
C -6.36183 1.13827 -2.42532
C -5.30919 1.10990 -1.48040
C -5.60572 1.46118 -0.03218
C -2.40045 1.76740 1.58914
C -1.72473 2.81732 0.75654
C -2.48222 2.03904 2.93897
H -3.39030 2.54887 5.35755
H -2.32963 1.19493 5.75097
H -4.06867 0.96844 5.77849
H -4.09152 -0.74521 3.89346
H -5.02033 -1.92583 2.16816
H -3.53470 -2.47631 1.47561
H -4.61301 -1.47995 0.40790
H -0.63224 -3.33312 -1.13075
H -0.91850 -5.29778 -2.79771
H -2.84221 -5.51736 -4.00073
H -4.78573 -3.83879 -3.64976
H -4.43227 -1.94464 -2.20936
H -1.61987 1.21893 -3.46126
H -2.40040 0.46208 -4.86746
H -2.01604 -0.56142 -3.52629
H -4.70753 0.80605 -5.27577
H -6.93083 1.44757 -5.71172
H -8.09373 1.53925 -4.41190
H -7.56938 -0.02763 -5.01402
H -7.41683 1.32142 -2.11010
H -6.64121 1.83368 0.05789
H -4.88849 2.26839 0.27002
H -5.49188 0.64091 0.66627
H -2.21265 2.84766 -0.23063
H -0.63747 2.67567 0.61920
H -1.84181 3.79757 1.17232
H -2.08306 2.94576 3.40761

---

2.
13
Properties=species:S:1:pos:R:3 method="wB97M-V/def2-TZVPD" charge=-1 largest_force_ev_per_a=0.6 e_above_lowest_ev=1.743 e_homo_ev=-2.85 spin_multiplicity=1
C 2.00319 1.86811 0.47901
O 0.82874 1.77496 -0.25274
H 2.24833 2.93773 0.61119
H 1.91867 1.40940 1.47567
H 2.85145 1.40278 -0.02153
O -0.67874 -1.48503 1.14717
C -0.76132 -1.06111 -0.01930
O -2.01922 -0.57724 -0.40631
C 0.20882 -1.00002 -1.01841
H -2.51914 -0.61086 0.41560
H -0.13551 -0.85129 -2.03541
H 1.06653 -1.63281 -0.87723
H 0.66391 0.81979 -0.49007

---

3.
77
Properties=species:S:1:pos:R:3 method="wB97M-V/def2-TZVPD" charge=+2 largest_force_ev_per_a=0.4 e_homo_ev="-12.57 / -13.70" spin_multiplicity=5
Co -0.08551 -0.01676 -0.65549
C 3.38664 -0.39212 0.10723
C 2.13407 -0.80107 -0.63119
C 1.34786 -1.87532 -0.14844
C 1.85072 -2.67828 1.02620
C 0.18401 -2.27545 -0.83731
C -0.70198 -3.39422 -0.35323
C -0.12286 -1.68098 -2.08246
C -1.28213 -2.25669 -2.85127
C 0.70282 -0.64317 -2.60529
C 0.51008 -0.06584 -3.98288
C 1.78380 -0.15536 -1.83636
C 2.56915 1.03287 -2.32741
H 3.17401 0.24295 0.97307
H 4.06410 0.15675 -0.53878
H 3.92868 -1.26419 0.46588
H 1.05328 -3.11472 1.62250
H 2.50355 -2.11190 1.68339
H 2.44310 -3.51603 0.64626
H -1.74928 -3.09642 -0.36063
H -0.45879 -3.73235 0.64752
H -0.61284 -4.26158 -1.01047
H -1.46271 -1.76800 -3.79914
H -2.20398 -2.20765 -2.27328
H -1.08528 -3.30881 -3.06717
H 0.13720 0.95790 -3.94887
H -0.16662 -0.65152 -4.59378
H 1.47113 -0.04744 -4.49720
H 2.96021 1.62094 -1.50089
H 1.95227 1.69003 -2.93403
H 3.41599 0.71523 -2.94154
S -1.34901 3.24951 1.94214
C -0.23292 2.35653 2.94787
C 0.20418 2.82954 4.16740
C 1.24726 2.14418 4.97453
C 0.97345 0.67042 5.41143
C 0.77999 0.00463 2.89956
C 0.11162 1.16280 2.29368
N -0.45706 1.02006 1.04070
C -1.26865 2.02929 0.75543
C -1.98000 2.01003 -0.50013
C -2.97086 2.93188 -0.82752
C -3.62956 2.80658 -2.03627
C -3.27594 1.77089 -2.89116
C -2.26818 0.86975 -2.55678
C -1.59254 0.95615 -1.34568
H -0.20034 3.76401 4.53691
H 1.56321 2.79172 5.78998
H 1.68297 0.46918 6.21639
H 1.29458 -0.55794 2.12238
H -3.23291 3.73632 -0.14856
H -4.40857 3.50417 -2.31154
H -3.78869 1.66423 -3.83904
H -2.03191 0.10090 -3.27498
Te -0.86107 -1.43354 3.36774
C 1.69552 0.17485 4.11133
C 2.56875 -1.03059 4.28826
C 3.80211 -0.90290 4.77501
C 4.36446 0.41291 5.10189
C 3.73272 1.54181 4.78700
C 2.40619 1.56488 4.09262
C -0.33788 0.05248 5.78556
C -1.59684 0.62339 5.56277
C -2.76037 -0.06046 5.91580
C -2.69273 -1.32084 6.49477
C -1.45407 -1.90106 6.73430
C -0.29002 -1.22651 6.37954
H 2.16765 -2.01506 4.05599
H 4.41693 -1.77940 4.93815
H 5.33289 0.44926 5.58364
H 4.18998 2.50327 4.99512
H 2.50109 2.04862 3.11627
H -1.67495 1.61168 5.13371
H -3.72231 0.40663 5.74904
H -3.59973 -1.83914 6.77579
H -1.38986 -2.87131 7.21022
H 0.67654 -1.66896 6.59717

---

4.
22
Properties=species:S:1:pos:R:3 method="wB97M-V/def2-TZVPD" largest_force_ev_per_a=1.8 e_above_lowest_ev=0.000 e_homo_ev="-9.24 / -10.24" spin_multiplicity=2
Br 2.67391 0.46197 -1.60291
H 1.29173 -0.08322 -2.39630
C 0.34361 -0.49371 -3.15678
C -0.81072 0.52331 -3.04258
C -1.17017 0.73195 -1.61521
C -1.54723 -0.62788 -1.04316
C -0.47968 -1.70953 -1.15261
C -0.14188 -1.84561 -2.59424
C 0.81463 -0.63183 -4.60163
H -0.49772 1.44160 -3.53757
H -1.66113 0.15245 -3.61623
H -0.34010 1.15871 -1.07572
H -2.00035 1.42954 -1.52161
H -2.00554 -0.57019 -0.06113
H -2.35947 -0.97577 -1.68320
H 0.39577 -1.43968 -0.58483
H -0.85022 -2.64916 -0.74786
H -1.00213 -2.17973 -3.17725
H 0.63843 -2.58363 -2.77420
H -0.06611 -0.98847 -5.17425
H 1.13084 0.35639 -5.00261
H 1.62573 -1.38949 -4.67657

---

5.
9
Properties=species:S:1:pos:R:3 method="wB97M-V/def2-TZVPD" largest_force_ev_per_a=0.7 e_above_lowest_ev=0.000 e_homo_ev=-10.36 spin_multiplicity=1
O 1.33235 -0.97554 -1.03993
C 0.65921 0.00072 -0.88842
O 0.74033 1.03097 -1.77408
C -0.30180 0.20043 0.23299
C -0.42167 -0.77248 1.13660
Cl -1.47077 -0.69749 2.48053
H 0.17917 1.76149 -1.52463
H -0.88272 1.12666 0.33757
H 0.16589 -1.67475 1.03937

---

6.
87
Properties=species:S:1:pos:R:3 method="wB97M-V/def2-TZVPD" charge=-2 largest_force_ev_per_a=1.5 e_above_lowest_ev=0.988 e_homo_ev=-2.30 spin_multiplicity=1
La 0.11467 0.88457 0.57170
C -0.05919 0.97900 6.43546
O -0.41670 1.32483 5.12487
C -1.65554 0.96437 4.69580
C -2.65239 0.51015 5.52655
C -3.89790 0.13875 4.99829
C -4.10219 0.20997 3.64368
C -3.09497 0.65275 2.76966
C -3.36511 0.64133 1.35126
N -2.49574 0.87111 0.44129
N -2.98569 0.81187 -0.84322
C -2.09837 1.19379 -1.73009
O -0.93676 1.66621 -1.50503
C -2.54906 1.07598 -3.15447
C -3.75752 0.48008 -3.50810
C -4.12249 0.37621 -4.84113
C -3.28461 0.86213 -5.83821
C -2.07668 1.45169 -5.49236
C -1.71251 1.55769 -4.15827
C -1.83873 1.07955 3.27595
O -0.89537 1.55621 2.53912
H -0.58548 1.59994 7.17394
H 1.01286 1.14797 6.51273
H -0.25471 -0.07735 6.64477
H -2.48706 0.43005 6.59368
H -4.67880 -0.21257 5.66216
H -5.05142 -0.10094 3.21786
H -4.38730 0.40903 1.04094
H -4.38574 0.09590 -2.71640
H -5.06190 -0.09473 -5.10754
H -3.56924 0.77843 -6.88121
H -1.41277 1.82483 -6.26378
H -0.77345 2.00754 -3.85973
Cl 1.42114 -6.49083 -2.10959
C 0.75915 -4.93666 -1.73714
C 1.53626 -3.96269 -1.10482
Cl 3.18340 -4.30973 -0.71147
C 1.00805 -2.72608 -0.81072
Cl 1.92971 -1.51091 -0.01037
C -0.32618 -2.33852 -1.15913
O -0.76767 -1.18484 -0.96166
C -1.09040 -3.37819 -1.77586
Cl -2.71622 -2.97664 -2.19318
C -0.56522 -4.62642 -2.05781
Cl -1.54643 -5.82308 -2.82761
C 2.07370 5.32823 0.69797
C 3.24508 5.26655 -0.04321
C 3.55064 4.08931 -0.70274
C 2.70554 2.98022 -0.60151
C 1.52600 2.97933 0.17921
C 1.24710 4.21558 0.78557
C 3.03340 1.78311 -1.40487
C 4.37492 1.40554 -1.69859
C 4.61437 0.33703 -2.50754
C 3.53020 -0.35351 -3.09591
C 3.68288 -1.43487 -3.98953
C 2.58493 -2.04795 -4.52896
C 1.29077 -1.58952 -4.21031
C 1.11151 -0.55022 -3.33942
C 2.22732 0.07608 -2.73860
N 2.01254 1.09092 -1.86139
H 1.80739 6.24845 1.21051
H 3.90065 6.12737 -0.11993
H 4.43517 4.04693 -1.33218
H 0.34444 4.31665 1.38787
H 5.19175 1.95077 -1.24529
H 5.62816 0.01023 -2.71517
H 4.68357 -1.76920 -4.24373
H 2.70429 -2.88653 -5.20450
H 0.42734 -2.07991 -4.64500
H 0.12799 -0.19436 -3.06807
C -1.31313 -3.83179 2.40813
C -1.88147 -2.44105 2.15408
O -0.88470 -1.55510 1.69236
H -2.10321 -4.51653 2.72660
H -0.54830 -3.78669 3.18696
H -0.85209 -4.21683 1.49576
H -2.35733 -2.05080 3.06229
H -2.64206 -2.48520 1.36961
H -0.19428 -1.46016 2.37890
Cl 3.55102 0.87791 1.71079
C 2.88019 1.05600 3.35529
Cl 1.86706 2.50247 3.40293
C 2.00065 -0.20377 3.67217
O 2.16471 -0.70658 4.78241
O 1.24302 -0.53707 2.72502
H 3.70057 1.17719 4.05123